Entry 1:
{
  "formula": "C2H4N2O2S",
  "method": "ωB97M-V/def2-TZVPD",
  "homo_ha": -0.3744,
  "orbital_gap_ev": 9.23,
  "largest_force_ha_per_bohr": 0.075,
  "spin_multiplicity": 1,
  "total_charge": 0,
  "e_lumo_ev": -1.0,
  "e_above_lowest_ev": 1.057,
  "elements": ["H", "O", "N", "C", "O", "H", "H", "S", "N", "C", "H"],
  "coordinates": [[0.0597, -0.0272, 1.6766], [-3.4990, -1.3866, 1.4474], [-2.1369, 3.9738, -0.6325], [-0.1395, -0.5747, 0.8424], [-2.9460, -1.4221, -0.9208], [0.1377, 1.0585, -0.6378], [-0.6148, -1.5222, 0.8640], [-3.5338, -0.7480, 0.1805], [-1.7204, 3.0292, -0.9846], [-0.1617, 0.0024, -0.3797], [-0.5068, -0.7526, -1.1332]]
}

=====

Entry 2:
{
  "formula": "C2H4N2O2S2",
  "method": "ωB97M-V/def2-TZVPD",
  "homo_ha": -0.3507,
  "orbital_gap_ev": 9.53,
  "largest_force_ha_per_bohr": 0.109,
  "spin_multiplicity": 1,
  "total_charge": 0,
  "e_lumo_ev": 0.0,
  "e_above_lowest_ev": 4.341,
  "elements": ["H", "S", "H", "O", "C", "H", "C", "S", "H", "N", "O", "N"],
  "coordinates": [[1.1267, 2.4134, -0.4652], [0.3021, 3.6956, 0.9254], [-1.1492, -0.3521, 2.9451], [1.2062, 3.0079, 2.5977], [1.0110, 0.9901, 1.5799], [-1.5863, 0.3049, 1.3513], [-1.0708, -0.4277, 1.8433], [0.6892, -0.5918, 1.2514], [-1.2775, -1.3455, 1.4779], [0.3401, 2.3992, 0.0308], [-0.9852, 3.8535, 1.5451], [1.2942, 1.7445, 2.4687]]
}

=====

Entry 3:
{
  "formula": "C2H4N2O3",
  "method": "ωB97M-V/def2-TZVPD",
  "smiles": "CN=C=O.O=NO",
  "homo_ha": -0.3722,
  "orbital_gap_ev": 10.29,
  "largest_force_ha_per_bohr": 0.062,
  "spin_multiplicity": 1,
  "total_charge": 0,
  "e_lumo_ev": 0.2,
  "e_above_lowest_ev": 4.286,
  "elements": ["H", "O", "N", "N", "H", "O", "H", "O", "H", "C", "C"],
  "coordinates": [[-3.6474, -0.1726, 1.9287], [-3.1093, -0.9450, -0.7635], [-3.7809, -0.5508, 0.1314], [-0.0752, 1.3786, -0.6325], [0.2689, -0.6810, -0.4671], [-3.0548, -0.5898, 1.3010], [1.7278, 0.5086, -0.4156], [-2.0025, 2.1954, 0.4192], [1.1047, 0.1526, -1.9787], [-1.0636, 1.6925, -0.0350], [0.7719, 0.2346, -0.8147]]
}

=====

Entry 4:
{
  "formula": "C2H4N2O3",
  "method": "ωB97M-V/def2-TZVPD",
  "homo_ha": [-0.3499, -0.3653],
  "orbital_gap_ev": [6.71, 8.81],
  "largest_force_ha_per_bohr": 0.085,
  "spin_multiplicity": 1,
  "total_charge": 0,
  "e_lumo_ev": [-2.8, -1.1],
  "e_above_lowest_ev": 6.556,
  "elements": ["N", "N", "H", "H", "H", "C", "O", "O", "O", "H", "C"],
  "coordinates": [[2.0316, 0.1124, 0.0999], [0.0998, -0.6542, -0.0204], [-1.5103, 1.1764, -0.4978], [2.7199, 0.7007, 0.3538], [-1.7767, -0.4504, 1.1056], [-1.2508, -0.6834, 0.0768], [2.2899, -1.0481, -0.2221], [0.2867, 1.6670, 0.0859], [-1.9415, 0.2809, -0.6029], [-1.6417, -1.6244, -0.3400], [0.6931, 0.5232, -0.0388]]
}

=====

Entry 5:
{
  "formula": "C2H4N2O3",
  "method": "ωB97M-V/def2-TZVPD",
  "smiles": "NNC(=O)C(=O)O",
  "homo_ha": -0.3603,
  "orbital_gap_ev": 9.92,
  "largest_force_ha_per_bohr": 0.102,
  "spin_multiplicity": 1,
  "total_charge": 0,
  "e_lumo_ev": 0.1,
  "e_above_lowest_ev": 2.547,
  "elements": ["O", "C", "H", "O", "O", "N", "N", "C", "H", "H", "H"],
  "coordinates": [[2.0318, -0.5930, 0.0756], [-0.3002, -1.0315, -0.5573], [-1.1738, 1.9084, -0.1244], [-0.0131, -2.3407, -0.3018], [-1.3320, -0.5315, -0.9028], [0.6694, 1.1876, 0.2065], [-0.5445, 1.8246, 0.6358], [0.9471, -0.1714, -0.1897], [-0.9419, 0.9245, 1.2008], [1.5164, 1.7652, 0.3810], [-0.8592, -2.9421, -0.4238]]
}

=====

Entry 6:
{
  "formula": "C2H4N2O3S",
  "method": "ωB97M-V/def2-TZVPD",
  "smiles": "O=C(S)/C(=N/O)NO",
  "homo_ha": -0.3449,
  "orbital_gap_ev": 9.26,
  "largest_force_ha_per_bohr": 0.053,
  "spin_multiplicity": 1,
  "total_charge": 0,
  "e_lumo_ev": -0.1,
  "e_above_lowest_ev": 3.648,
  "elements": ["O", "H", "H", "O", "C", "H", "S", "O", "H", "N", "N", "C"],
  "coordinates": [[-1.4444, -1.3404, -0.2131], [-0.3462, 1.9103, -0.4174], [-2.4657, 0.2798, 0.4624], [-1.8460, 1.0951, 0.5898], [1.6029, 0.6223, -0.0376], [-1.6328, -2.2720, -0.0971], [2.9258, -0.4529, 0.1751], [1.7695, 1.7990, -0.1550], [2.1438, -1.5321, 0.1220], [-0.8175, 1.0179, -0.3684], [-0.0608, -1.2021, 0.0436], [0.1714, 0.0751, -0.1042]]
}

=====

Entry 7:
{
  "formula": "C2H4N2OP2",
  "method": "ωB97M-V/def2-TZVPD",
  "homo_ha": -0.3510,
  "orbital_gap_ev": 8.81,
  "largest_force_ha_per_bohr": 0.076,
  "spin_multiplicity": 1,
  "total_charge": 0,
  "e_lumo_ev": -0.7,
  "e_above_lowest_ev": 0.404,
  "elements": ["C", "O", "H", "H", "H", "P", "N", "N", "P", "H", "C"],
  "coordinates": [[-0.9743, -0.6049, 1.3926], [0.7178, 2.6819, -1.3105], [1.6703, 0.5353, -2.1777], [0.3459, -2.3810, 1.6793], [-0.2405, 2.6501, -1.3632], [-0.4964, -0.2901, -0.9746], [-1.2417, 0.2373, 0.4494], [0.3264, -1.5753, -0.2273], [1.3445, 0.8877, -0.8516], [-1.4031, -0.5031, 2.3767], [-0.0488, -1.6379, 1.0070]]
}

=====

Entry 8:
{
  "formula": "C2H4N2OS",
  "method": "ωB97M-V/def2-TZVPD",
  "smiles": "N[N+]([O-])=S.C#C",
  "homo_ha": [-0.3185, -0.3185],
  "orbital_gap_ev": [8.29, 8.29],
  "largest_force_ha_per_bohr": 0.104,
  "spin_multiplicity": 1,
  "total_charge": 0,
  "e_lumo_ev": [-0.4, -0.4],
  "e_above_lowest_ev": 6.982,
  "elements": ["H", "C", "C", "S", "H", "O", "H", "N", "N", "H"],
  "coordinates": [[1.0181, 1.2559, 1.4340], [0.2396, -2.1237, -0.4864], [0.3751, -1.1258, -1.1027], [-1.9343, 0.5622, -0.5042], [0.1060, -2.9366, 0.1662], [-0.4534, 2.6389, -0.0584], [0.7096, -0.1593, -1.4889], [-0.6086, 1.4187, 0.1424], [0.2439, 0.7772, 0.8805], [0.3040, -0.3074, 1.0176]]
}

=====

Entry 9:
{
  "formula": "C2H4N2OS",
  "method": "ωB97M-V/def2-TZVPD",
  "smiles": "C=NSC(N)=O",
  "homo_ha": -0.3391,
  "orbital_gap_ev": 9.71,
  "largest_force_ha_per_bohr": 0.069,
  "spin_multiplicity": 1,
  "total_charge": 0,
  "e_lumo_ev": 0.5,
  "e_above_lowest_ev": 1.737,
  "elements": ["H", "S", "H", "C", "H", "H", "N", "C", "O", "N"],
  "coordinates": [[2.9567, 0.4435, 0.2285], [-0.0815, -1.3148, -0.1548], [-0.4906, 1.2984, -0.3095], [-1.6977, -0.3816, -0.0589], [2.5323, -1.3651, 0.2432], [-2.2108, 1.6512, -0.0589], [0.9406, 0.0628, -0.0611], [2.1881, -0.2848, 0.0917], [-2.7067, -1.0645, 0.1416], [-1.4304, 0.9547, -0.0617]]
}

=====

Entry 10:
{
  "formula": "C2H4N2OS",
  "method": "ωB97M-V/def2-TZVPD",
  "smiles": "NC(=O)C(N)=S",
  "homo_ha": -0.3194,
  "orbital_gap_ev": 8.91,
  "largest_force_ha_per_bohr": 0.058,
  "spin_multiplicity": 1,
  "total_charge": 0,
  "e_lumo_ev": 0.2,
  "e_above_lowest_ev": 0.332,
  "elements": ["C", "H", "H", "C", "S", "N", "H", "O", "N", "H"],
  "coordinates": [[-0.7796, 0.2981, -0.0396], [0.0296, -2.1300, 0.1085], [1.7954, -2.0006, 0.0941], [0.8015, -0.2613, -0.0703], [-2.0604, -0.6882, -0.1055], [-0.8112, 1.6161, 0.1455], [-1.6473, 2.1380, -0.1231], [1.6471, 0.6084, -0.2112], [0.9028, -1.5797, 0.1007], [0.1221, 1.9991, 0.1009]]
}